Entry 1:
# C29H30ClI2N2O3SbTi

A molecular structure, C29H30ClI2N2O3SbTi at a distorted geometry (ωB97M-V/def2-TZVPD, the Open Molecules 2025 dataset).

Last column: Löwdin charge in e.
Cartesian coordinates (Å):
Ti1 -0.554 0.341 0.036  1.167
I1 -1.779 0.908 -7.478  0.979
C1 -1.670 0.976 -5.410  -0.725
C2 -1.354 2.174 -4.781  -0.193
C3 -1.260 2.248 -3.391  -0.646
I2 -0.752 4.014 -2.457  1.041
C4 -1.507 1.086 -2.682  -0.339
O1 -1.424 1.030 -1.323  -0.214
C5 -1.828 -0.128 -3.284  -0.150
C6 -2.137 -1.290 -2.390  -0.100
N1 -1.088 -1.541 -1.361  -0.112
C7 0.136 -2.100 -1.962  -0.139
C8 1.264 -1.108 -1.983  -0.234
C9 2.425 -1.368 -2.699  0.021
C10 3.464 -0.458 -2.665  0.007
C11 3.301 0.723 -1.948  0.002
C12 2.109 0.933 -1.297  -0.071
N2 1.121 0.019 -1.275  0.036
C13 -1.908 -0.179 -4.664  -0.082
H1 -1.173 3.060 -5.373  0.092
H2 -2.274 -2.189 -2.998  0.140
H3 -3.069 -1.112 -1.853  0.116
H4 -1.456 -2.214 -0.698  0.064
H5 -0.057 -2.426 -2.987  0.144
H6 0.450 -2.991 -1.415  0.108
H7 2.499 -2.285 -3.269  0.137
H8 4.383 -0.656 -3.200  0.132
H9 4.071 1.479 -1.914  0.129
H10 1.917 1.857 -0.768  0.120
H11 -2.164 -1.107 -5.161  0.112
C14 -3.092 -1.231 1.247  -0.096
C15 -4.169 -0.885 0.445  -0.062
C16 -4.494 0.457 0.241  -0.030
C17 -3.746 1.456 0.840  -0.036
C18 -2.692 1.114 1.684  -0.094
C19 -2.353 -0.230 1.894  -0.158
H12 -2.863 -2.275 1.428  0.112
H13 -4.773 -1.661 -0.006  0.126
H14 -5.341 0.715 -0.382  0.128
H15 -3.988 2.498 0.679  0.131
H16 -2.156 1.892 2.213  0.124
H17 -1.598 -0.488 2.629  0.092
Cl1 3.786 5.131 5.314  0.769
C20 2.914 4.120 4.239  -0.635
C21 2.020 4.696 3.338  -0.064
C22 1.322 3.882 2.473  0.021
C23 1.519 2.496 2.512  -0.139
C24 2.418 1.930 3.425  0.016
C25 3.117 2.741 4.291  -0.066
C26 0.795 1.642 1.608  -0.517
O2 -0.046 2.114 0.728  -0.119
O3 0.898 0.377 1.556  -0.163
H18 1.886 5.768 3.330  0.120
H19 0.623 4.308 1.766  0.130
H20 2.564 0.858 3.445  0.125
H21 3.816 2.333 5.006  0.120
C27 2.570 -2.560 1.104  -0.283
Sb1 0.480 -2.549 1.486  1.368
C28 0.460 -2.269 3.589  -0.288
C29 0.103 -4.644 1.393  -0.294
H22 3.092 -3.030 1.937  0.023
H23 2.941 -1.545 0.976  0.003
H24 2.776 -3.135 0.201  0.013
H25 1.281 -2.835 4.027  0.024
H26 -0.475 -2.636 4.010  0.020
H27 0.579 -1.217 3.838  0.000
H28 0.786 -5.143 2.079  0.023
H29 0.279 -5.021 0.387  0.007
H30 -0.920 -4.873 1.683  0.011

Output
* Kohn-Sham gap: 5.972 eV
* HOMO level: -13.305 eV
* charge: +2
* lowest unoccupied orbital energy: -7.333 eV
* ΔE to the lowest compared entry with this formula, charge and spin: 47.25 kJ/mol

=====

Entry 2:
# C3H8O

2 unconnected molecules or ions with the total composition C3H8O at a distorted geometry (ωB97M-V/def2-TZVPD, the Open Molecules 2025 dataset).

Last column: Löwdin charge in e.
Cartesian coordinates (Å):
C1 -0.226 1.798 3.342  -0.028
C2 0.060 1.573 2.084  -0.353
O1 -0.649 0.608 1.578  0.008
H1 0.200 2.817 3.842  0.095
H2 -0.985 1.347 4.062  0.078
H3 0.691 2.166 1.504  0.093
H4 -0.391 0.184 0.757  0.108
C3 0.236 -2.135 -3.465  -0.017
H5 1.224 -1.677 -3.218  0.047
H6 -0.411 -1.334 -3.640  0.003
H7 -0.087 -2.537 -2.610  -0.031
H8 0.337 -2.809 -4.237  -0.002

Output
* Kohn-Sham gap: 9.371 eV
* SMILES string: C=CO.C
* HOMO level: -8.857 eV
* lowest unoccupied orbital energy: 0.514 eV
* ΔE to the lowest compared entry with this formula, charge and spin: 200.79 kJ/mol

=====

Entry 3:
# C19H15N3O5S2

A single C19H15N3O5S2 molecule at a distorted geometry (ωB97M-V/def2-TZVPD, the Open Molecules 2025 dataset).

Last column: Löwdin charge in e.
Cartesian coordinates (Å):
C1 -5.968 -1.916 -1.039  -0.121
S1 -5.717 -0.261 -1.750  0.645
O1 -6.800 0.580 -1.322  -0.318
O2 -5.479 -0.408 -3.158  -0.316
C2 -4.206 0.288 -0.954  -0.294
C3 -2.985 -0.016 -1.542  -0.053
C4 -1.807 0.369 -0.935  0.015
C5 -1.870 1.061 0.271  -0.286
N1 -0.798 1.504 0.982  0.128
C6 -1.142 2.117 2.050  -0.579
N2 -0.308 2.679 2.962  0.119
C7 1.084 2.696 2.953  -0.406
O3 1.666 3.459 3.681  0.121
C8 1.740 1.722 2.046  -0.166
C9 1.505 0.358 2.186  -0.023
C10 2.145 -0.545 1.362  0.014
C11 3.029 -0.085 0.392  -0.166
N3 3.681 -1.009 -0.463  0.098
C12 3.807 -0.814 -1.832  -0.409
O4 3.360 0.120 -2.438  0.118
C13 4.576 -1.989 -2.397  -0.064
C14 4.869 -2.890 -1.206  -0.064
C15 4.256 -2.190 -0.012  -0.407
O5 4.260 -2.564 1.128  0.119
C16 3.283 1.274 0.260  0.016
C17 2.644 2.172 1.093  0.006
S2 -2.902 2.239 2.333  1.094
C18 -3.130 1.364 0.847  -0.455
C19 -4.307 0.978 0.236  -0.065
H1 -6.072 -1.810 0.033  0.063
H2 -5.112 -2.525 -1.297  0.063
H3 -6.872 -2.328 -1.471  0.066
H4 -2.989 -0.536 -2.486  0.114
H5 -0.843 0.158 -1.369  0.119
H6 -0.733 3.280 3.660  0.150
H7 0.825 0.001 2.945  0.125
H8 1.968 -1.603 1.473  0.118
H9 3.970 -2.473 -3.164  0.129
H10 5.478 -1.616 -2.884  0.129
H11 5.935 -3.027 -1.023  0.129
H12 4.426 -3.882 -1.300  0.129
H13 3.973 1.625 -0.490  0.119
H14 2.838 3.230 1.001  0.125
H15 -5.279 1.213 0.640  0.118

Output
* Kohn-Sham gap: 9.087 eV
* SMILES string: CS(=O)(=O)c1ccc2nc(NC(=O)c3ccc(N4C(=O)CCC4=O)cc3)sc2c1
* HOMO level: -9.093 eV
* lowest unoccupied orbital energy: -0.007 eV
* ΔE to the lowest compared entry with this formula, charge and spin: 1.49 kJ/mol

=====

Entry 4:
# C14H28AlBF4N3O7P

A molecular structure, C14H28AlBF4N3O7P at a distorted geometry (ωB97M-V/def2-TZVPD, the Open Molecules 2025 dataset).

Last column: Löwdin charge in e.
Cartesian coordinates (Å):
C1 2.676 -3.975 1.856  -0.043
B1 1.218 -3.186 1.596  -0.308
O1 0.028 -3.809 2.206  0.020
C2 1.195 -1.750 0.726  -0.174
C3 -0.152 -1.762 -0.200  -0.166
C4 0.179 -1.319 -1.780  -0.138
C5 -0.023 0.277 -2.073  -0.225
C6 -1.400 0.683 -2.861  -0.135
C7 -2.148 1.986 -2.130  -0.227
O2 -2.231 3.163 -3.044  -0.121
C8 -1.455 -0.992 0.412  -0.238
C9 -2.460 -1.975 1.313  -0.078
C10 -4.030 -1.725 0.799  -0.128
O3 -4.918 -2.706 0.590  -0.063
N1 -1.174 0.228 1.247  0.075
C11 0.079 0.078 2.078  -0.101
N2 0.023 0.658 3.353  0.022
P1 1.307 0.582 4.600  0.761
O4 2.296 -0.671 4.452  -0.322
O5 0.684 0.486 6.228  -0.172
O6 2.345 2.023 4.567  -0.197
N3 1.327 -0.657 1.715  -0.033
C12 2.578 0.170 1.618  -0.076
C13 2.703 0.844 0.003  -0.117
C14 2.087 2.461 -0.146  -0.014
O7 3.684 2.053 -0.152  -0.225
H1 2.948 -3.803 3.003  0.103
H2 3.521 -3.544 1.169  0.073
H3 2.488 -5.124 1.730  0.081
H4 -0.235 -4.644 1.718  0.128
H5 2.113 -1.872 -0.029  0.156
H6 -0.468 -2.910 -0.294  0.151
H7 1.307 -1.586 -2.063  0.120
H8 -0.554 -1.905 -2.486  0.129
H9 0.884 0.690 -2.727  0.133
H10 -0.003 0.873 -1.068  0.058
H11 -2.155 -0.219 -2.709  0.107
H12 -1.230 0.938 -4.015  0.133
H13 -3.255 1.750 -1.805  0.119
H14 -1.588 2.362 -1.174  0.090
H15 -1.958 3.961 -2.469  0.115
H16 -2.135 -0.645 -0.506  0.153
H17 -2.338 -1.798 2.468  0.130
H18 -2.237 -3.115 1.055  0.124
H19 -4.374 -0.616 0.552  0.138
H20 -1.221 1.124 0.720  0.124
H21 -0.875 1.146 3.647  0.163
H22 1.205 1.167 6.747  0.098
H23 1.779 2.786 4.220  0.094
H24 2.448 1.158 2.226  0.099
H25 3.583 -0.394 1.824  0.162
H26 2.524 0.061 -0.963  0.156
H27 2.147 2.787 -1.293  0.135
H28 2.356 3.217 0.722  0.123
F1 -0.283 4.289 -6.730  -0.278
Al1 -1.818 3.399 -7.035  0.118
F2 -1.811 1.854 -6.109  -0.266
F3 -1.967 3.043 -8.795  -0.273
F4 -3.213 4.408 -6.507  -0.274

Output
* Kohn-Sham gap: 6.179 eV
* HOMO level: -9.730 eV
* lowest unoccupied orbital energy: -3.552 eV

=====

Entry 5:
# C4H9NO2

A molecular structure, C4H9NO2 at a distorted geometry (ωB97M-V/def2-TZVPD, the Open Molecules 2025 dataset).

Last column: Löwdin charge in e.
Cartesian coordinates (Å):
C1 -1.099 -0.331 0.019  -0.162
N1 0.219 -0.600 -0.756  -0.065
C2 1.606 -0.516 -0.990  -0.240
O1 1.407 -0.580 -2.809  -0.179
O2 2.294 -1.459 -0.803  0.166
C3 -0.668 1.007 0.571  -0.284
C4 -0.049 0.902 2.001  -0.098
H1 -1.759 -0.172 -0.933  0.142
H2 -1.688 -0.946 0.676  0.106
H3 -0.076 -1.611 -1.188  0.190
H4 0.605 -1.015 -3.133  0.009
H5 -1.528 1.652 0.406  0.098
H6 0.107 1.411 -0.047  0.091
H7 -0.477 0.381 2.932  0.089
H8 0.670 0.058 1.706  0.076
H9 0.436 1.820 2.347  0.061

Output
* Kohn-Sham gap: 7.346 eV
* HOMO level: -9.162 eV
* lowest unoccupied orbital energy: -1.816 eV
* ΔE to the lowest compared entry with this formula, charge and spin: 784.97 kJ/mol

=====

> Which value of Kohn-Sham gap does entry 3 give?

9.087 eV

=====

> Which of these has the lowest Kohn-Sham gap?

C29H30ClI2N2O3SbTi

=====

> Which of these has the lowest HOMO level?

C29H30ClI2N2O3SbTi